{"formula": "C28H30N3O5Tl", "method": "ωB97M-V/def2-TZVPD", "species": ["Tl", "C", "N", "C", "C", "C", "N", "C", "C", "C", "C", "C", "C", "C", "O", "C", "C", "C", "N", "C", "C", "C", "C", "C", "C", "C", "O", "H", "H", "H", "H", "H", "H", "H", "H", "H", "H", "H", "H", "H", "H", "H", "H", "H", "H", "H", "H", "H", "H", "H", "H", "H", "O", "C", "C", "C", "C", "C", "C", "C", "O", "O", "H", "H", "H", "H", "H"], "coordinates": [[0.2501, -0.4208, -0.9230], [-3.1239, 0.7147, 1.1888], [-1.7446, 1.0534, 1.4736], [-1.2669, 0.5499, 2.7773], [-1.5822, -0.9229, 3.1214], [-0.4768, -2.0110, 2.9680], [0.8660, -1.5118, 3.0957], [1.8399, -2.2483, 2.7398], [3.2211, -1.7959, 2.6511], [4.2575, -2.7213, 2.7891], [5.5849, -2.3827, 2.6267], [5.8991, -1.0588, 2.2945], [4.9145, -0.1236, 2.1180], [3.5172, -0.4294, 2.2532], [2.6400, 0.4446, 2.0196], [-1.5429, 2.5034, 1.3929], [-0.3889, 2.9853, 0.5106], [-0.7071, 2.9180, -0.9993], [0.1395, 2.0280, -1.7720], [0.4232, 2.3836, -2.9615], [1.1549, 1.6624, -3.9718], [1.0810, 2.1798, -5.2721], [1.6442, 1.5573, -6.3630], [2.3349, 0.3546, -6.1572], [2.4630, -0.1673, -4.8981], [1.8856, 0.4442, -3.7332], [2.0739, -0.0774, -2.5931], [-3.8388, 1.1369, 1.9223], [-3.2507, -0.3664, 1.1685], [-3.3899, 1.0796, 0.1963], [-1.7306, 1.1652, 3.5731], [-0.1841, 0.6894, 2.8015], [-2.4454, -1.2557, 2.5435], [-1.8846, -0.9339, 4.1716], [-0.6089, -2.5272, 2.0079], [-0.6617, -2.7642, 3.7506], [1.6667, -3.3057, 2.4585], [3.9993, -3.7441, 3.0568], [6.3671, -3.1249, 2.7393], [6.9407, -0.7777, 2.1655], [5.1664, 0.8974, 1.8538], [-1.3988, 2.9036, 2.4080], [-2.4647, 2.9569, 1.0080], [0.5050, 2.3995, 0.7222], [-0.1817, 4.0239, 0.7908], [-0.6623, 3.9326, -1.4291], [-1.7416, 2.5672, -1.1279], [0.0470, 3.3627, -3.3108], [0.5151, 3.0956, -5.4243], [1.5294, 1.9697, -7.3586], [2.7662, -0.1703, -7.0053], [2.9807, -1.1056, -4.7336], [-3.0787, -2.1573, -1.8819], [-3.9025, -1.0708, -1.8347], [-4.9956, -1.0432, -0.9736], [-5.8362, 0.0607, -0.9418], [-5.5915, 1.1351, -1.7803], [-4.5075, 1.0900, -2.6518], [-3.6471, 0.0050, -2.6921], [-2.4447, -0.0292, -3.6823], [-2.7521, 0.1736, -4.8687], [-1.3372, -0.2478, -3.1540], [-3.2857, -2.7424, -1.1480], [-5.1774, -1.8912, -0.3181], [-6.6780, 0.0732, -0.2587], [-6.2466, 1.9987, -1.7624], [-4.3191, 1.9151, -3.3284]], "mulliken_charge": [0.876, -0.856, 0.875, -0.837, -0.595, -0.689, -0.244, -0.303, 0.706, -0.445, -0.606, -0.329, -0.636, 0.061, -0.774, -1.282, -0.660, -0.426, 0.078, -0.330, 0.848, -0.514, -0.628, -0.267, -0.709, 0.306, -0.844, 0.234, 0.142, 0.084, 0.348, 0.412, 0.250, 0.318, 0.318, 0.355, 0.222, 0.295, 0.338, 0.317, 0.340, 0.444, 0.583, 0.190, 0.385, 0.425, 0.022, 0.040, 0.221, 0.339, 0.332, 0.354, -0.524, 0.965, -0.649, -0.512, -0.600, -0.388, 0.279, -0.052, -0.776, -0.554, 0.293, 0.332, 0.349, 0.350, 0.405], "lumo_ev": 4.40, "charge": -2}

{"formula": "C28H30N4O2", "method": "ωB97M-V/def2-TZVPD", "species": ["C", "C", "N", "C", "C", "C", "C", "C", "C", "C", "C", "C", "C", "N", "C", "C", "C", "C", "C", "C", "C", "C", "C", "C", "C", "H", "H", "H", "H", "H", "H", "H", "H", "H", "H", "H", "H", "H", "H", "H", "H", "H", "H", "H", "H", "H", "H", "H", "H", "H", "C", "N", "C", "O", "N", "C", "O", "C", "C", "H", "H", "H", "H", "H"], "coordinates": [[4.0725, -3.0380, -1.2836], [5.2526, -2.0949, -1.5409], [4.9052, -0.7348, -1.2356], [5.8814, 0.3108, -1.0331], [5.0225, 1.5571, -0.6972], [3.6188, 1.0659, -0.7267], [2.3967, 1.6325, -0.4145], [1.2368, 0.8346, -0.5049], [-0.0422, 1.4820, -0.0325], [-1.3775, 0.7803, -0.2553], [-2.4639, 1.5835, -0.6519], [-3.6985, 1.0077, -0.8821], [-3.7970, -0.3864, -0.7624], [-5.0610, -0.8021, -1.0020], [-5.4740, -2.1627, -0.8189], [-4.2999, -3.1184, -1.0448], [-2.9989, -2.6950, -0.3431], [-2.7444, -1.2283, -0.3878], [-1.5415, -0.5967, -0.0453], [-5.9749, 0.3048, -1.1597], [-5.0511, 1.5452, -1.2057], [1.2791, -0.4315, -1.1165], [2.5017, -1.0760, -1.3153], [3.6372, -0.2894, -1.1064], [2.7215, -2.4775, -1.7551], [4.2802, -3.9948, -1.7760], [4.0163, -3.2283, -0.2036], [6.1214, -2.3771, -0.9212], [5.5749, -2.1738, -2.5976], [6.5566, 0.0496, -0.2053], [6.5044, 0.4430, -1.9334], [5.2933, 1.9601, 0.2844], [5.2093, 2.3401, -1.4406], [2.3192, 2.6797, -0.1194], [-0.1189, 2.3838, -0.6335], [-2.3361, 2.6587, -0.7408], [-5.8800, -2.3115, 0.1990], [-6.2885, -2.3574, -1.5293], [-4.5928, -4.1155, -0.7014], [-4.1139, -3.1836, -2.1245], [-3.0162, -3.0184, 0.7074], [-2.1577, -3.2166, -0.8132], [-0.7078, -1.1791, 0.3554], [-6.5686, 0.1827, -2.0729], [-6.6768, 0.3587, -0.3131], [-5.3735, 2.3118, -0.4888], [-5.0912, 1.9941, -2.2076], [0.3510, -0.9109, -1.4215], [2.6828, -2.5279, -2.8513], [1.9121, -3.1039, -1.3759], [1.1940, 0.9179, 4.6843], [0.5855, 1.7035, 3.6209], [0.6132, 1.1778, 2.3360], [1.0861, 0.0675, 2.1264], [0.0757, 2.0065, 1.3401], [-0.6053, 3.2076, 1.5923], [-1.1056, 3.8529, 0.6552], [-0.6337, 3.6195, 2.9590], [-0.0275, 2.8865, 3.9184], [1.0354, 1.4793, 5.6102], [0.7201, -0.0672, 4.7474], [2.2662, 0.7977, 4.4942], [-1.1206, 4.5550, 3.1876], [0.0157, 3.1591, 4.9741]], "mulliken_charge": [-0.782, -0.692, 0.009, -0.752, -0.676, 0.221, -1.137, -0.765, 0.163, 0.223, -0.436, -0.067, 0.399, 0.039, -0.687, -0.802, -0.666, -0.972, -0.470, -0.779, -0.654, -0.668, 0.175, 0.184, -0.837, 0.373, 0.328, 0.382, 0.286, 0.344, 0.325, 0.266, 0.268, 0.505, 0.827, 0.569, 0.307, 0.390, 0.377, 0.314, 0.312, 0.296, 0.915, 0.342, 0.323, 0.284, 0.258, 1.035, 0.302, 0.384, -0.869, 0.144, 0.300, -0.612, 0.325, 0.788, -0.690, -1.055, 0.197, 0.263, 0.299, 0.304, 0.421, 0.300], "lumo_ev": 0.70, "smiles": "Cn1ccc(=O)n(C(c2cc3c4c(c2)CCN4CCC3)c2cc3c4c(c2)CCN4CCC3)c1=O", "charge": 0, "e_above_lowest_kcal_mol": 10.7}

{"formula": "C28H30N4O5", "method": "ωB97M-V/def2-TZVPD", "species": ["C", "H", "H", "H", "C", "C", "H", "H", "H", "C", "H", "C", "N", "C", "O", "C", "N", "C", "O", "C", "H", "H", "C", "C", "C", "N", "C", "C", "C", "C", "C", "C", "H", "H", "H", "H", "H", "H", "H", "C", "H", "H", "H", "C", "O", "N", "H", "C", "C", "C", "C", "C", "C", "C", "H", "H", "H", "H", "H", "C", "O", "O", "H", "H", "H", "H", "H"], "coordinates": [[-5.9796, -0.7431, 0.9124], [-6.4049, 0.2213, 1.1840], [-5.2785, -1.0393, 1.6888], [-6.7834, -1.4754, 0.8900], [-5.3053, -0.6575, -0.4552], [-6.3298, -0.2649, -1.5173], [-5.8702, -0.2576, -2.5020], [-7.1569, -0.9710, -1.5290], [-6.7273, 0.7273, -1.3132], [-4.1552, 0.3558, -0.4554], [-3.8596, 0.5667, -1.4840], [-2.9257, -0.1593, 0.2854], [-1.9863, 0.9095, 0.5930], [-1.4842, 1.8281, -0.2813], [-1.7876, 2.0063, -1.4311], [-0.4284, 2.6119, 0.5038], [-0.5583, 2.0682, 1.8441], [-1.3363, 0.9638, 1.8367], [-1.4937, 0.1519, 2.7193], [0.5169, 2.2691, 2.7894], [0.2027, 1.8358, 3.7402], [0.6487, 3.3470, 2.9116], [1.8224, 1.6225, 2.2996], [1.9486, 1.7938, 0.8185], [0.9342, 2.2328, 0.0130], [1.3256, 2.2518, -1.2958], [2.6004, 1.7679, -1.3660], [3.4235, 1.5571, -2.4639], [4.6899, 1.0652, -2.2314], [5.1402, 0.7968, -0.9357], [4.3340, 1.0065, 0.1596], [3.0432, 1.4919, -0.0464], [4.6903, 0.8029, 1.1588], [6.1421, 0.4168, -0.7986], [5.3524, 0.8833, -3.0650], [3.0762, 1.7667, -3.4646], [0.6867, 2.3534, -2.0673], [2.6723, 2.0724, 2.8173], [1.8126, 0.5554, 2.5440], [-0.6969, 4.1154, 0.4311], [-0.8070, 4.4038, -0.6111], [0.1278, 4.6728, 0.8685], [-1.6152, 4.3551, 0.9624], [-2.1551, -1.2033, -0.5372], [-2.3939, -1.4837, -1.6887], [-1.1432, -1.7723, 0.1581], [-0.9334, -1.4783, 1.1011], [-0.1508, -2.5433, -0.5654], [1.0097, -2.9070, 0.3245], [1.2687, -4.2306, 0.6515], [2.3327, -4.5452, 1.4790], [3.1451, -3.5423, 1.9799], [2.8931, -2.2211, 1.6503], [1.8286, -1.9026, 0.8269], [1.6424, -0.8758, 0.5495], [3.5311, -1.4365, 2.0277], [3.9763, -3.7905, 2.6228], [2.5280, -5.5766, 1.7318], [0.6374, -5.0136, 0.2586], [0.3722, -1.6841, -1.7177], [0.5020, -0.4911, -1.6598], [0.7179, -2.4170, -2.7678], [1.0415, -1.8534, -3.4890], [-0.6164, -3.4385, -0.9932], [-3.1946, -0.5967, 1.2541], [-4.4863, 1.2891, 0.0059], [-4.8965, -1.6385, -0.7159]], "mulliken_charge": [-1.447, 0.316, 0.366, 0.421, 0.785, -1.677, 0.390, 0.447, 0.334, -1.357, 0.422, -0.042, 0.368, -0.097, -0.660, 2.294, 0.086, 0.346, -0.689, -1.291, 0.526, 0.361, -0.002, 0.553, -1.223, 0.110, -0.568, -1.028, -0.480, -0.904, -0.096, 0.781, 0.459, 0.395, 0.412, 0.455, 0.317, 0.534, 0.020, -2.068, 0.348, 0.448, 0.439, 0.097, -0.693, 0.000, 0.435, 0.038, -0.715, -0.440, -0.671, -0.673, -0.451, 0.907, -0.150, 0.369, 0.417, 0.385, 0.436, 0.151, -0.260, -0.561, 0.423, 0.602, 0.433, 0.571, 0.246], "lumo_ev": 0.68, "smiles": "CC(C)C[C@@H](C(=O)N[C@@H](C(=O)O)c1ccccc1)N1C(=O)N2CCc3c([nH]c4ccccc34)[C@@]2(C)C1=O", "charge": 0, "e_above_lowest_kcal_mol": 0.0}

Number 1: E_HOMO -1.4 eV. Number 2: E_HOMO -6.5 eV. Number 3: E_HOMO -7.9 eV.